No. 1
{"formula": "C24H45ClN5O5S", "method": "wB97M-V/def2-TZVPD", "gap_ev": 6.35, "e_homo_ev": -10.700, "energy_ha": -2449.4583, "spin_multiplicity": 1, "lumo_ev": -4.35, "total_charge": 1, "symbols": ["C", "C", "C", "Cl", "N", "C", "N", "C", "C", "O", "C", "N", "N", "N", "C", "S", "H", "H", "H", "H", "H", "H", "H", "H", "H", "H", "H", "H", "H", "C", "C", "C", "O", "C", "H", "H", "H", "H", "H", "H", "H", "H", "C", "C", "C", "O", "C", "H", "H", "H", "H", "H", "H", "H", "H", "C", "C", "C", "O", "C", "H", "H", "H", "H", "H", "H", "H", "H", "C", "C", "C", "O", "C", "H", "H", "H", "H", "H", "H", "H", "H"], "xyz": [[-2.121, -1.752, 0.672], [-3.371, -1.203, 1.355], [-3.270, 0.319, 1.564], [-4.691, 1.162, 0.882], [-3.074, 0.637, 2.959], [-2.622, 1.820, 3.349], [-2.305, 2.840, 2.527], [-1.924, 3.825, 3.322], [-1.514, 5.176, 2.819], [-0.320, 5.673, 3.356], [0.748, 4.730, 3.439], [-1.969, 3.467, 4.609], [-2.421, 2.175, 4.632], [-2.630, 1.387, 5.732], [-2.897, 1.945, 6.809], [-3.014, 2.732, 8.122], [-1.986, -2.813, 0.876], [-2.208, -1.660, -0.410], [-1.207, -1.233, 0.970], [-4.209, -1.375, 0.685], [-3.599, -1.718, 2.291], [-2.394, 0.658, 1.018], [-3.290, -0.041, 3.676], [-1.516, 5.127, 1.728], [-2.308, 5.870, 3.109], [1.665, 5.308, 3.510], [0.807, 4.087, 2.558], [0.671, 4.147, 4.360], [-1.702, 4.055, 5.385], [-6.580, -0.929, -3.046], [-6.454, -2.282, -3.744], [-5.119, -2.783, -3.210], [-4.982, -2.239, -1.892], [-5.975, -1.231, -1.684], [-7.602, -0.558, -2.982], [-5.979, -0.182, -3.570], [-7.261, -2.944, -3.423], [-6.476, -2.220, -4.830], [-4.286, -2.424, -3.823], [-5.063, -3.871, -3.156], [-6.730, -1.628, -0.995], [-5.506, -0.364, -1.222], [3.000, -2.559, 1.635], [3.798, -1.369, 1.105], [2.784, -0.694, 0.194], [1.489, -0.959, 0.761], [1.609, -1.960, 1.772], [3.380, -2.967, 2.569], [2.990, -3.360, 0.892], [4.069, -0.701, 1.927], [4.711, -1.650, 0.583], [2.807, -1.119, -0.813], [2.936, 0.378, 0.117], [1.478, -1.478, 2.749], [0.818, -2.701, 1.640], [7.204, 1.812, -1.440], [6.472, 2.916, -0.682], [5.020, 2.489, -0.844], [5.023, 1.060, -0.916], [6.364, 0.591, -1.093], [8.248, 1.700, -1.153], [7.165, 2.005, -2.514], [6.757, 2.898, 0.372], [6.662, 3.916, -1.069], [4.590, 2.882, -1.771], [4.389, 2.803, -0.009], [6.699, 0.133, -0.155], [6.377, -0.170, -1.874], [2.384, -2.119, -3.689], [1.102, -2.450, -2.929], [0.221, -3.007, -4.039], [1.098, -3.627, -4.978], [2.450, -3.265, -4.691], [3.270, -2.059, -3.058], [2.274, -1.166, -4.212], [1.300, -3.222, -2.181], [0.656, -1.595, -2.422], [-0.326, -2.206, -4.549], [-0.500, -3.743, -3.681], [2.961, -4.135, -4.264], [2.952, -2.992, -5.619]], "mulliken_charge": [-1.00, -0.43, 0.05, -0.22, -0.10, 0.24, -0.40, 0.36, -0.33, -0.36, -0.68, -0.13, 0.81, -1.07, 0.61, -0.21, 0.48, 0.31, 0.11, 0.08, 0.37, 0.35, 0.35, 0.30, 0.32, 0.28, 0.36, 0.24, 0.32, -0.61, -0.57, -0.43, -0.33, 0.00, 0.37, 0.28, 0.26, 0.35, 0.24, 0.27, 0.30, -0.11, -0.78, -0.41, 0.40, -0.36, -0.35, 0.39, 0.29, 0.23, 0.32, -0.34, 0.02, 0.29, 0.26, -0.57, -0.57, -0.43, -0.26, -0.48, 0.34, 0.26, 0.27, 0.34, 0.31, 0.21, 0.30, 0.26, -0.43, -0.29, -0.47, -0.41, -0.52, 0.28, 0.24, 0.16, 0.34, 0.26, 0.27, 0.28, 0.29]}



No. 2
{"formula": "C4H10N3", "method": "wB97M-V/def2-TZVPD", "gap_ev": 7.46, "de_lowest_kcal_mol": 65.89, "e_homo_ev": -11.625, "energy_ha": -322.3556, "spin_multiplicity": 1, "lumo_ev": -4.17, "total_charge": 1, "symbols": ["C", "C", "C", "N", "H", "H", "H", "H", "H", "N", "C", "N", "H", "H", "H", "H", "H"], "xyz": [[2.620, -1.054, 0.986], [2.879, -2.308, 0.635], [0.843, 0.218, 0.292], [1.314, -0.529, 1.189], [3.399, -0.306, 0.953], [2.139, -3.095, 0.677], [3.853, -2.551, 0.236], [0.213, 1.071, 0.549], [1.029, -0.023, -0.766], [-2.777, 0.888, 0.448], [-2.159, 1.492, -0.536], [-2.004, 0.998, -1.739], [-3.108, -0.060, 0.338], [-2.716, 1.274, 1.381], [-1.876, 2.519, -0.336], [-1.290, 1.388, -2.336], [-2.359, 0.080, -1.970]], "mulliken_charge": [0.01, -0.58, -0.34, -0.40, 0.32, 0.26, 0.24, 0.26, 0.27, -0.28, 0.11, -0.31, 0.24, 0.28, 0.42, 0.27, 0.24]}



No. 3
{"formula": "C36H40N2O8TeZr", "method": "wB97M-V/def2-TZVPD", "gap_ev": [8.13, 6.93], "de_lowest_kcal_mol": 24.30, "e_homo_ev": [-10.269, -11.032], "energy_ha": -2422.3005, "spin_multiplicity": 2, "lumo_ev": [-2.14, -4.10], "total_charge": 1, "symbols": ["Zr", "O", "C", "O", "C", "C", "C", "C", "C", "O", "C", "C", "O", "O", "H", "H", "H", "H", "H", "H", "H", "H", "O", "C", "O", "C", "N", "C", "C", "C", "H", "H", "H", "H", "H", "H", "H", "H", "H", "C", "C", "C", "C", "C", "C", "Te", "N", "C", "O", "C", "C", "C", "C", "C", "C", "C", "C", "C", "C", "C", "C", "C", "C", "C", "C", "H", "H", "H", "H", "H", "H", "H", "H", "H", "H", "H", "H", "H", "H", "H", "H", "H", "H", "H", "H", "H", "H", "H"], "xyz": [[1.251, 0.607, 1.444], [4.010, -1.430, 2.586], [3.597, -0.318, 2.438], [2.498, 0.208, 3.015], [4.352, 0.678, 1.497], [3.794, 2.121, 1.495], [4.784, 3.066, 0.833], [4.630, 2.703, -0.665], [3.602, 1.589, -0.618], [2.717, 2.022, 0.479], [4.224, 0.295, -0.033], [3.233, -0.819, -0.366], [3.345, -1.485, -1.356], [2.173, -0.849, 0.451], [5.392, 0.635, 1.815], [3.379, 2.460, 2.437], [5.793, 2.899, 1.205], [4.512, 4.101, 1.022], [5.559, 2.357, -1.115], [4.260, 3.548, -1.243], [3.029, 1.448, -1.530], [5.170, 0.044, -0.501], [-0.743, 3.820, 3.212], [-0.010, 2.840, 3.255], [0.817, 2.479, 2.350], [-0.087, 1.974, 4.528], [-1.107, 2.668, 5.403], [-0.405, 3.212, 6.619], [1.053, 3.282, 6.186], [1.207, 2.014, 5.342], [-0.404, 0.972, 4.247], [-1.926, 2.107, 5.620], [-1.378, 3.446, 4.749], [-0.534, 2.511, 7.441], [-0.845, 4.168, 6.890], [1.719, 3.297, 7.045], [1.234, 4.178, 5.590], [1.263, 1.140, 5.993], [2.077, 1.999, 4.693], [-0.927, -1.876, -8.106], [-0.777, -1.686, -6.621], [-1.215, -0.527, -5.997], [-1.054, -0.326, -4.628], [-1.603, 0.940, -4.012], [-0.441, -1.333, -3.881], [0.078, -0.990, -1.870], [-0.317, 0.778, -0.010], [-1.123, 0.430, 0.940], [-0.586, 0.074, 2.145], [-2.605, 0.430, 0.883], [-3.358, 0.352, 2.050], [-4.742, 0.410, 1.990], [-5.376, 0.529, 0.760], [-4.627, 0.614, -0.407], [-3.244, 0.574, -0.344], [-1.365, -2.359, -1.161], [-2.549, -2.429, -1.895], [-3.554, -3.304, -1.522], [-3.373, -4.110, -0.407], [-2.190, -4.041, 0.311], [-1.159, -3.173, -0.046], [0.126, -3.202, 0.736], [-0.002, -2.526, -4.475], [0.625, -3.649, -3.686], [-0.184, -2.676, -5.841], [-1.448, -1.037, -8.563], [-1.484, -2.788, -8.327], [0.051, -1.970, -8.582], [-1.691, 0.248, -6.588], [-1.610, 1.752, -4.737], [-1.030, 1.271, -3.143], [-2.634, 0.786, -3.683], [-2.848, 0.249, 2.999], [-5.328, 0.363, 2.898], [-6.457, 0.561, 0.712], [-5.124, 0.723, -1.362], [-2.643, 0.665, -1.240], [-2.683, -1.809, -2.772], [-4.466, -3.358, -2.102], [-4.144, -4.808, -0.108], [-2.044, -4.690, 1.167], [0.174, -4.100, 1.349], [0.202, -2.346, 1.407], [0.999, -3.196, 0.082], [1.289, -3.287, -2.897], [1.215, -4.291, -4.337], [-0.149, -4.261, -3.216], [0.160, -3.589, -6.316]], "mulliken_charge": [1.34, -0.62, 0.14, -0.67, -0.10, 0.59, -0.87, -0.99, -0.39, -0.52, 0.05, -0.18, -0.61, -0.46, 0.68, 0.18, 0.39, 0.36, 0.38, 0.38, 0.73, 0.59, -0.75, 0.44, -0.48, -0.11, 0.07, -0.63, -0.79, -0.40, 0.19, 0.35, 0.48, 0.33, 0.40, 0.45, 0.31, 0.50, -0.12, -1.57, 0.53, -0.78, 1.12, -1.83, 0.28, 0.53, -1.22, 1.94, -0.84, 0.14, -0.29, -0.85, -0.48, -0.67, -0.19, 1.11, -0.70, -0.84, -0.80, -0.69, 0.79, -1.23, 0.52, -1.63, -0.82, 0.36, 0.36, 0.35, 0.38, 0.51, 0.26, 0.27, 0.46, 0.42, 0.42, 0.44, 0.56, 0.41, 0.48, 0.41, 0.44, 0.58, 0.06, 0.20, 0.18, 0.52, 0.29, 0.47]}



No. 4
{"formula": "C20H16AsKN8OS4", "method": "wB97M-V/def2-TZVPD", "gap_ev": [5.93, 3.88], "de_lowest_kcal_mol": 18.39, "e_homo_ev": [-2.258, -0.202], "energy_ha": -5713.6101, "spin_multiplicity": 1, "lumo_ev": [3.67, 3.68], "total_charge": -2, "symbols": ["K", "C", "N", "C", "N", "C", "N", "C", "C", "C", "C", "C", "C", "C", "N", "N", "C", "O", "C", "C", "C", "C", "C", "C", "N", "C", "N", "C", "N", "C", "H", "H", "H", "H", "H", "H", "H", "H", "H", "H", "H", "H", "H", "H", "H", "H", "S", "As", "S", "S", "S"], "xyz": [[-3.149, -3.218, -0.051], [3.114, -3.176, 0.414], [1.705, -3.174, 0.082], [0.627, -3.214, 0.876], [-0.474, -3.221, 0.155], [0.003, -3.163, -1.114], [1.313, -3.131, -1.209], [3.677, -1.839, 0.837], [4.848, -1.825, 1.589], [5.483, -0.616, 1.856], [4.952, 0.573, 1.395], [3.752, 0.574, 0.670], [3.120, -0.647, 0.399], [3.203, 1.818, 0.187], [3.845, 2.911, -0.108], [2.950, 3.802, -0.593], [1.752, 3.220, -0.547], [1.861, 1.926, -0.059], [0.488, 3.746, -0.865], [0.369, 4.997, -1.537], [-0.865, 5.511, -1.842], [-2.048, 4.844, -1.478], [-1.943, 3.643, -0.763], [-3.215, 3.051, -0.199], [-3.181, 1.616, 0.026], [-3.322, 0.611, -0.844], [-3.197, -0.551, -0.234], [-2.957, -0.181, 1.050], [-2.941, 1.117, 1.255], [-0.715, 3.088, -0.477], [3.611, -3.510, -0.497], [3.296, -3.928, 1.184], [0.688, -3.258, 1.951], [-0.624, -3.156, -1.991], [5.269, -2.757, 1.951], [6.397, -0.606, 2.438], [5.437, 1.518, 1.597], [2.207, -0.652, -0.184], [1.273, 5.523, -1.815], [-0.929, 6.453, -2.377], [-3.019, 5.262, -1.714], [-4.060, 3.277, -0.852], [-3.428, 3.479, 0.780], [-3.521, 0.766, -1.892], [-2.797, -0.878, 1.857], [-0.655, 2.168, 0.092], [-6.517, -6.878, -1.356], [-5.534, -5.646, 0.114], [-5.998, -3.553, -0.062], [-3.427, -6.054, 0.303], [-6.725, -6.661, 1.604]], "mulliken_charge": [0.73, -1.22, 0.77, -0.17, -0.14, -0.36, -0.89, 1.16, -0.85, -0.47, -0.94, 0.11, -0.18, 0.24, -0.52, -0.59, 0.37, -0.34, -0.05, -1.15, -0.38, -1.01, 1.32, -1.18, 0.76, -0.14, -0.22, -0.37, -0.88, -0.25, 0.23, 0.49, 0.39, 0.44, 0.37, 0.37, 0.46, 0.58, 0.43, 0.35, 0.35, 0.47, 0.22, 0.38, 0.46, 0.59, -0.51, 0.65, -0.67, -0.68, -0.51]}



No. 5
{"formula": "CH4IOPS", "method": "wB97M-V/def2-TZVPD", "gap_ev": [6.58, 6.58], "smiles": "CP(O)SI", "de_lowest_kcal_mol": 64.15, "e_homo_ev": [-8.417, -8.417], "energy_ha": -1152.9353, "spin_multiplicity": 1, "lumo_ev": [-1.84, -1.84], "total_charge": 0, "symbols": ["C", "O", "P", "S", "I", "H", "H", "H", "H"], "xyz": [[-0.212, -0.633, 0.328], [0.542, 1.737, -0.636], [0.612, 0.966, 0.807], [2.796, -0.161, 0.292], [5.293, -0.058, -0.054], [-0.604, -0.602, -0.644], [0.537, -1.412, 0.494], [-1.070, -0.714, 0.843], [0.992, 2.626, -0.704]], "mulliken_charge": [-0.95, -0.43, 0.34, -0.27, -0.05, 0.32, 0.31, 0.39, 0.35]}